[1]
2 unconnected molecules or ions with the total composition H4I2Si2. Source: OMol25; level of theory: ωB97M-V/def2-TZVPD.

highest occupied orbital energy	-8.79	eV
spin multiplicity	1
net charge	0
relative energy (zero: lowest compared OMol25 entry of this formula, charge and spin)	185.3	kJ/mol
orbital gap	7.52	eV
energy	-32020.4922	eV

The geometry in XYZ format:
```
8
H4I2Si2 (ωB97M-V/def2-TZVPD)
Si -2.38 0.68 0.60
Si 3.70 -1.62 -0.35
I -0.79 -0.98 -0.50
I 4.03 0.89 -0.38
H -1.73 2.03 1.02
H -3.13 0.13 1.87
H -3.38 0.64 -0.44
H 3.67 -1.78 -1.82
```

[2]
H4N2O3Si in the gas phase. Source: OMol25; level of theory: ωB97M-V/def2-TZVPD.

highest occupied orbital energy	-10.51	eV
spin multiplicity	1
net charge	0
relative energy (zero: lowest compared OMol25 entry of this formula, charge and spin)	52.7	kJ/mol
orbital gap	10.79	eV
SMILES	N[Si@H](O)[N+](=O)[O-]
energy	-17064.2197	eV

The geometry in XYZ format:
```
10
H4N2O3Si (ωB97M-V/def2-TZVPD)
N -0.70 -0.48 0.77
Si 0.03 0.79 -0.19
O 1.46 1.20 0.45
N -1.27 1.98 0.57
O -2.25 1.50 1.13
O -1.00 3.16 0.60
H -1.76 -0.36 0.78
H -0.41 -1.49 0.75
H 0.37 1.33 -1.65
H 1.56 1.31 1.41
```

[3]
2 unconnected molecules or ions with the total composition H4N3O. Source: OMol25; level of theory: ωB97M-V/def2-TZVPD.

highest occupied orbital energy	-3.12	eV
spin multiplicity	1
net charge	-1
relative energy (zero: lowest compared OMol25 entry of this formula, charge and spin)	40.1	kJ/mol
orbital gap	8.04	eV
energy	-6581.1523	eV

The geometry in XYZ format:
```
8
H4N3O (ωB97M-V/def2-TZVPD)
N 1.83 1.14 -0.04
N 0.21 -0.31 -0.40
N 0.73 0.88 -0.62
O -2.25 -0.73 0.27
H 2.41 2.04 -0.42
H -1.25 -0.72 -0.10
H 0.63 -0.82 0.45
H -2.32 -1.48 0.86
```